(1)
{
  "formula": "C42H48N4O6S2Sr",
  "method": "ωB97M-V with the def2-TZVPD basis set",
  "lumo_energy_ev": 4.22,
  "e_tot_ev": -85092.4881,
  "total_charge": -2,
  "e_above_lowest_kcal_mol": 2.7,
  "elements": ["Sr", "S", "S", "O", "O", "O", "O", "O", "O", "N", "N", "N", "N", "C", "C", "C", "C", "C", "C", "C", "C", "C", "C", "C", "C", "C", "C", "C", "C", "C", "C", "C", "C", "C", "C", "C", "C", "C", "C", "C", "C", "C", "C", "C", "C", "C", "C", "C", "C", "C", "C", "C", "C", "C", "C", "H", "H", "H", "H", "H", "H", "H", "H", "H", "H", "H", "H", "H", "H", "H", "H", "H", "H", "H", "H", "H", "H", "H", "H", "H", "H", "H", "H", "H", "H", "H", "H", "H", "H", "H", "H", "H", "H", "H", "H", "H", "H", "H", "H", "H", "H", "H", "H"],
  "xyz": [[0.602, 1.240, 0.005], [1.552, 4.260, 0.471], [4.190, 1.786, 1.237], [4.864, 0.980, 2.244], [0.407, 3.577, 1.105], [5.058, 2.252, 0.177], [1.324, 5.660, 0.187], [2.025, 3.473, -0.659], [2.951, 1.159, 0.787], [-1.075, 0.908, -1.976], [0.506, -1.022, 1.324], [1.232, -0.830, -1.493], [-1.801, 0.713, 0.868], [-1.137, -0.319, 2.978], [-0.680, 0.706, -3.252], [-2.023, 0.399, 2.160], [4.222, -2.979, -2.143], [2.428, -2.056, 0.241], [-5.286, 1.993, 1.323], [-1.687, 1.205, -4.178], [-2.712, 1.672, -3.410], [0.489, 0.034, -3.643], [1.632, -1.766, 1.349], [3.069, -3.072, 3.118], [-2.919, 1.320, 0.406], [2.935, -1.583, -4.740], [3.052, -2.049, -2.216], [0.904, -1.735, 3.485], [2.686, 5.426, 2.588], [1.904, -2.226, 2.711], [2.223, -1.646, -1.079], [4.530, 3.517, 3.269], [-6.271, 0.986, 0.717], [3.799, -4.450, -2.058], [-0.320, -3.065, 5.237], [3.477, 5.617, 3.704], [-3.342, 0.863, 2.573], [1.360, -0.689, -2.832], [2.510, -1.457, -3.310], [-3.908, 1.428, 1.471], [4.409, 4.651, 4.048], [-1.620, 1.107, -5.670], [-3.130, 1.707, -0.920], [0.031, -0.973, 2.590], [-3.949, 0.657, 3.925], [-4.034, 2.210, -3.860], [3.739, 3.306, 2.137], [-2.001, -0.284, -6.190], [-4.505, -0.759, 4.112], [2.881, -4.551, 2.760], [2.110, -2.627, -5.503], [-2.310, 1.464, -2.026], [0.679, -1.937, 4.950], [2.797, 4.283, 1.790], [-5.140, 1.148, -3.851], [-3.028, -0.527, -5.909], [2.413, -2.692, -6.551], [-5.658, 2.318, 2.299], [-7.267, 1.422, 0.590], [3.158, -4.611, -1.190], [3.756, -5.143, 3.041], [-5.915, 0.647, -0.257], [-3.199, 0.850, 4.698], [5.244, 2.745, 3.518], [-5.252, 2.887, 0.694], [-4.750, 1.385, 4.084], [4.832, -2.726, -1.271], [3.361, 6.517, 4.297], [-3.939, 2.621, -4.870], [3.973, -2.687, 2.640], [4.861, -2.836, -3.018], [0.055, -4.010, 4.840], [1.049, -2.375, -5.464], [3.228, -2.981, 4.195], [1.629, -2.159, 5.442], [-1.274, -2.858, 4.750], [-6.358, 0.108, 1.358], [-3.718, -1.498, 3.954], [2.232, -3.611, -5.046], [2.843, -0.614, -5.238], [-4.919, -0.901, 5.115], [-1.414, -0.408, 4.024], [-4.889, 0.332, -4.530], [3.230, -4.734, -2.945], [5.042, 4.775, 4.920], [-6.103, 1.568, -4.156], [-4.082, 2.185, -1.129], [-1.353, -1.043, -5.751], [-0.609, 1.350, -6.010], [0.703, 0.027, -4.707], [-2.283, 1.853, -6.118], [0.312, -1.008, 5.396], [-4.332, 3.043, -3.217], [2.008, -4.960, 3.274], [1.958, 6.170, 2.298], [3.993, -1.855, -4.787], [2.715, -4.670, 1.688], [-5.293, -0.958, 3.382], [4.666, -5.111, -1.976], [-0.496, -3.185, 6.309], [-1.918, -0.342, -7.279], [-5.248, 0.723, -2.852], [3.311, -2.658, 0.427]],
  "lowdin_charge": [1.51, 0.43, 0.44, -0.36, -0.45, -0.32, -0.34, -0.40, -0.47, 0.03, 0.04, 0.04, 0.03, 0.04, -0.25, -0.25, -0.20, 0.04, -0.20, -0.14, -0.14, 0.04, -0.25, -0.19, -0.25, -0.20, -0.13, -0.14, -0.08, -0.13, -0.24, -0.08, -0.09, -0.10, -0.10, -0.10, -0.14, -0.24, -0.14, -0.14, -0.10, -0.20, 0.05, -0.25, -0.20, -0.20, -0.19, -0.09, -0.10, -0.10, -0.09, -0.25, -0.20, -0.20, -0.09, 0.06, 0.06, 0.10, 0.06, 0.06, 0.06, 0.06, 0.10, 0.10, 0.10, 0.09, 0.11, 0.09, 0.10, 0.11, 0.10, 0.06, 0.06, 0.10, 0.10, 0.06, 0.06, 0.06, 0.06, 0.10, 0.06, 0.09, 0.06, 0.06, 0.09, 0.06, 0.09, 0.06, 0.10, 0.09, 0.09, 0.10, 0.10, 0.06, 0.10, 0.10, 0.06, 0.06, 0.06, 0.06, 0.06, 0.06, 0.10]
}

(2)
{
  "formula": "C42H49BBiN16O2S3",
  "method": "ωB97M-V with the def2-TZVPD basis set",
  "lumo_energy_ev": [-5.24, -8.98],
  "e_tot_ev": -111293.2692,
  "multiplicity": 2,
  "total_charge": 2,
  "e_above_lowest_kcal_mol": 18.6,
  "elements": ["Bi", "S", "S", "S", "O", "O", "N", "N", "N", "N", "N", "N", "N", "N", "N", "N", "N", "N", "N", "N", "N", "N", "C", "C", "C", "C", "C", "C", "C", "C", "C", "C", "C", "C", "C", "C", "C", "C", "C", "C", "C", "C", "C", "C", "C", "C", "C", "C", "C", "C", "C", "C", "C", "C", "C", "C", "C", "C", "C", "C", "C", "C", "C", "C", "B", "H", "H", "H", "H", "H", "H", "H", "H", "H", "H", "H", "H", "H", "H", "H", "H", "H", "H", "H", "H", "H", "H", "H", "H", "H", "H", "H", "H", "H", "H", "H", "H", "H", "H", "H", "H", "H", "H", "H", "H", "H", "H", "H", "H", "H", "H", "H", "H", "H"],
  "xyz": [[-0.379, 0.403, 0.936], [5.448, -1.788, -1.274], [2.791, -3.111, -0.383], [2.361, -1.005, -2.593], [-0.604, 5.238, -5.194], [0.355, 6.844, -4.144], [-4.482, -0.602, -0.307], [-2.553, 0.264, 0.833], [-0.847, 1.582, 3.860], [-1.101, 1.762, 2.545], [-0.068, 5.719, -4.225], [1.244, 0.270, 3.839], [-5.550, -0.533, -2.498], [-0.152, 0.196, 5.906], [-0.482, 1.164, 6.768], [-2.303, -2.737, -3.924], [-0.978, 1.746, -1.415], [0.674, 2.756, 0.499], [-1.097, -1.870, -1.975], [1.436, 0.377, 2.518], [-0.837, -1.223, 2.503], [-0.948, -0.900, 3.802], [3.310, 0.460, 0.913], [-2.037, -2.798, 3.501], [-5.059, -0.523, -1.457], [2.255, -2.762, -3.101], [-0.376, 2.916, -1.660], [-2.398, 3.363, 1.128], [-0.646, 3.677, -2.829], [-0.297, 0.714, 7.999], [-2.496, -3.315, -6.282], [-1.399, 2.585, 4.548], [4.308, -4.130, -0.386], [0.273, -0.899, 6.601], [-2.044, 3.426, 3.666], [-0.575, 1.521, 9.208], [-3.471, -0.124, 0.201], [1.462, 3.256, 1.424], [-3.730, -2.994, -3.926], [0.193, -0.612, 7.937], [-4.422, -2.237, -5.069], [-1.483, -2.373, 2.295], [-1.489, -3.071, 0.989], [5.326, -3.622, -1.385], [3.952, -0.462, -3.303], [2.430, 0.182, 4.457], [0.542, 3.406, -0.667], [2.210, 4.424, 1.257], [-1.862, 1.281, -2.263], [-3.553, -2.216, -6.334], [-2.264, 1.989, -3.399], [-1.681, -1.835, 4.421], [1.905, -3.626, -1.901], [0.109, 4.879, -3.041], [-1.664, 3.195, -3.677], [-1.543, -3.027, -5.132], [-1.846, 2.865, 2.406], [-1.683, -2.277, -2.884], [5.204, -1.286, -3.011], [2.746, 0.344, 2.280], [1.038, 5.301, -2.142], [3.421, 0.226, 3.498], [1.247, 4.604, -0.926], [2.107, 5.101, 0.066], [-0.188, 0.300, 4.398], [0.605, -1.787, 6.104], [-2.275, -3.823, 0.980], [-2.027, 4.367, 0.919], [6.312, -4.037, -1.166], [-0.222, 0.999, 10.094], [4.478, 0.174, 3.647], [4.688, -4.038, 0.631], [1.512, 2.713, 2.354], [-1.925, -3.351, -7.209], [-4.174, -2.346, -7.217], [4.059, 0.550, -2.912], [1.605, 6.201, -2.338], [-4.150, -2.688, -2.965], [-3.042, -1.256, -6.423], [-2.143, 2.701, 0.309], [3.837, -0.407, -4.387], [-0.531, -3.572, 0.839], [2.848, 4.775, 2.052], [2.697, -0.078, 0.194], [2.500, 0.112, 5.522], [-2.617, -3.682, 3.668], [-1.965, 3.756, -4.549], [6.066, -0.673, -3.279], [0.851, -3.487, -1.651], [-2.271, 0.309, -2.029], [-3.887, -4.073, -4.045], [-3.040, 1.599, -4.039], [-0.088, 2.491, 9.137], [-3.483, 3.428, 1.211], [-0.876, -3.881, -4.954], [-2.597, 4.314, 3.891], [5.233, -2.189, -3.617], [4.317, 0.054, 0.889], [4.044, -5.171, -0.570], [3.206, -3.041, -3.543], [2.104, -4.680, -2.094], [3.363, 1.508, 0.620], [-0.917, -2.156, -5.367], [-5.374, -2.729, -5.264], [1.481, -2.844, -3.866], [-1.644, 1.704, 9.315], [-1.632, -2.376, 0.164], [0.438, -1.241, 8.768], [-1.899, -1.775, 5.466], [2.645, 6.019, -0.110], [-2.979, -4.283, -6.150], [-1.291, 2.618, 5.615], [5.052, -3.887, -2.405], [-4.647, -1.223, -4.737]],
  "lowdin_charge": [1.82, 0.93, 1.01, 0.87, 0.10, 0.12, 0.14, -0.04, 0.05, -0.09, -0.34, 0.03, 0.15, -0.01, 0.10, -0.09, 0.01, 0.02, 0.17, -0.10, -0.09, 0.03, -0.05, 0.02, -0.36, -0.48, -0.17, -0.02, -0.04, -0.33, -0.17, -0.01, -0.47, -0.10, 0.03, -0.02, -0.34, -0.13, -0.14, 0.00, -0.16, -0.34, -0.03, -0.48, -0.48, -0.01, -0.15, 0.00, -0.13, -0.18, 0.01, -0.02, -0.46, -0.06, 0.04, -0.15, -0.33, -0.27, -0.48, -0.35, 0.08, 0.01, -0.12, 0.03, -0.67, 0.12, 0.10, 0.10, 0.09, 0.08, 0.11, 0.09, 0.11, 0.12, 0.12, 0.08, 0.14, 0.10, 0.11, 0.02, 0.10, 0.08, 0.12, 0.01, 0.13, 0.12, 0.12, 0.09, 0.05, 0.06, 0.13, 0.12, 0.08, 0.11, 0.12, 0.12, 0.07, 0.06, 0.10, 0.07, 0.10, 0.08, 0.13, 0.12, 0.07, 0.08, 0.00, 0.11, 0.13, 0.13, 0.12, 0.10, 0.08, 0.08]
}

(3)
{
  "formula": "C42H50AsF6KN8OSSi",
  "method": "ωB97M-V with the def2-TZVPD basis set",
  "lumo_energy_ev": [1.74, 1.74],
  "e_tot_ev": -170522.3915,
  "multiplicity": 2,
  "total_charge": -1,
  "e_above_lowest_kcal_mol": 20.7,
  "elements": ["As", "K", "S", "Si", "F", "F", "F", "F", "F", "F", "O", "N", "N", "N", "N", "N", "N", "N", "N", "C", "C", "C", "C", "C", "C", "C", "C", "C", "C", "C", "C", "C", "C", "C", "C", "C", "C", "C", "C", "C", "C", "C", "C", "C", "C", "C", "C", "C", "C", "C", "C", "C", "C", "C", "C", "C", "C", "C", "C", "C", "C", "H", "H", "H", "H", "H", "H", "H", "H", "H", "H", "H", "H", "H", "H", "H", "H", "H", "H", "H", "H", "H", "H", "H", "H", "H", "H", "H", "H", "H", "H", "H", "H", "H", "H", "H", "H", "H", "H", "H", "H", "H", "H", "H", "H", "H", "H", "H", "H", "H", "H"],
  "xyz": [[-4.440, -1.731, 0.626], [-2.263, -0.483, -1.390], [-1.705, 2.647, -3.089], [0.710, 2.736, -0.125], [-5.861, -2.682, 0.439], [-3.423, -3.126, 0.418], [-4.452, -1.949, 2.337], [-5.371, -0.280, 0.780], [-4.384, -1.461, -1.112], [-2.969, -0.769, 0.779], [0.216, -0.579, 2.941], [-1.080, -2.660, -2.708], [2.909, -5.298, 2.998], [-1.988, 2.281, 0.665], [0.604, -1.901, -0.049], [-1.755, -0.328, -3.878], [-3.933, 2.283, -4.575], [4.424, -5.004, 1.388], [-2.539, 0.532, -4.557], [3.392, 0.932, 2.524], [-0.789, -0.954, -6.034], [2.762, -2.901, 0.178], [2.852, 6.440, -2.063], [-3.354, 2.542, 0.225], [-0.437, -2.275, -3.824], [5.480, -7.611, 4.352], [-0.676, -3.755, -2.078], [-4.516, 3.531, -4.140], [6.434, -7.431, 3.338], [0.166, -2.681, 0.939], [1.618, 6.009, -2.533], [-4.060, 3.633, 1.040], [-3.209, 2.079, 2.837], [2.301, -3.719, 1.205], [4.985, -5.910, 2.262], [0.122, -0.630, 4.351], [-5.657, 3.329, -3.150], [0.760, 1.304, -1.269], [3.455, 5.771, -1.008], [-3.744, 3.477, 2.541], [0.670, -2.989, -4.293], [1.711, 2.306, 1.423], [1.091, -4.119, -3.613], [2.824, 4.679, -0.427], [-1.909, 1.841, 2.068], [4.271, -6.944, 4.329], [-1.034, 3.323, 0.310], [2.612, 1.237, 1.414], [2.406, 2.775, 3.704], [0.972, -3.606, 1.588], [1.875, -2.018, -0.413], [6.205, -6.579, 2.274], [1.582, 4.230, -0.881], [4.021, -6.080, 3.264], [1.633, 3.072, 2.590], [0.399, -4.531, -2.487], [3.186, -4.677, 1.886], [-0.998, -1.113, -4.557], [-2.775, 1.737, -4.078], [3.287, 1.701, 3.674], [0.992, 4.918, -1.948], [0.057, 0.370, 4.792], [-6.473, 2.755, -3.597], [6.942, -6.440, 1.494], [0.586, -4.221, 2.388], [4.825, -4.667, 0.533], [-4.554, 1.589, -4.963], [0.034, 4.592, -2.341], [-4.868, 4.089, -5.015], [-5.303, 2.784, -2.273], [-2.982, 4.206, 2.837], [2.204, -1.367, -1.218], [-1.252, -4.030, -1.199], [0.955, 3.918, 2.631], [-1.632, 0.791, 2.123], [-3.718, 4.108, -3.677], [-6.061, 4.289, -2.821], [-3.011, 1.961, 3.905], [0.523, 0.288, -0.974], [3.887, 1.465, 4.545], [-1.387, 3.819, -0.600], [0.680, -5.418, -1.935], [3.792, -2.918, -0.157], [-1.112, 2.410, 2.564], [-0.910, 0.094, -6.299], [-3.951, 1.322, 2.569], [1.195, -2.663, -5.180], [0.959, -0.017, 2.692], [0.860, 1.457, -2.337], [1.142, 6.522, -3.359], [-1.538, -1.523, -6.595], [-3.919, 1.610, 0.305], [-3.744, 4.620, 0.691], [2.320, 3.380, 4.599], [-5.136, 3.564, 0.862], [0.196, -1.293, -6.353], [4.075, 0.091, 2.492], [7.370, -7.972, 3.390], [-0.792, -1.171, 4.591], [1.948, -4.679, -3.970], [2.699, 0.630, 0.519], [-3.322, 2.807, -0.832], [5.702, -8.288, 5.167], [-0.874, -2.562, 1.220], [-4.629, 3.688, 3.146], [-0.962, 4.114, 1.083], [3.310, 4.169, 0.398], [0.969, -1.158, 4.801], [3.532, -7.079, 5.108], [3.342, 7.291, -2.520], [4.419, 6.100, -0.636]],
  "lowdin_charge": [0.71, 0.73, 0.63, 0.62, -0.23, -0.25, -0.24, -0.24, -0.35, -0.37, -0.13, 0.08, 0.18, -0.19, 0.08, -0.08, -0.04, 0.16, -0.04, -0.09, -0.04, -0.02, -0.11, -0.22, -0.22, -0.10, -0.15, -0.30, -0.11, -0.12, -0.09, -0.16, -0.18, -0.14, -0.20, -0.14, -0.09, -0.05, -0.10, -0.19, -0.03, -0.25, -0.08, -0.09, -0.19, -0.02, -0.26, -0.11, -0.09, 0.01, -0.15, -0.03, -0.22, -0.23, -0.10, -0.08, -0.27, -0.30, -0.84, -0.10, -0.09, 0.07, 0.07, 0.10, 0.12, 0.15, 0.12, 0.04, 0.10, 0.06, 0.10, 0.11, 0.11, 0.10, 0.09, 0.06, 0.07, 0.11, -0.04, 0.10, 0.04, 0.10, 0.10, 0.10, 0.07, 0.10, 0.09, 0.04, -0.01, 0.10, 0.08, 0.09, 0.10, 0.10, 0.10, 0.05, 0.10, 0.10, 0.08, 0.10, 0.08, 0.06, 0.09, 0.11, 0.10, 0.09, 0.09, 0.07, 0.11, 0.09, 0.09]
}